(1)
25
Properties=species:S:1:pos:R:3:forces:R:3:lowdin_charge:R:1 method="wB97M-V/def2-TZVPD" mol_weight_g_mol=144.3 smiles="[H]/N=C/CCN[Si](C)(C)C" spin_multiplicity=1 e_homo_ev=-8.8 e_above_lowest_ev=0.144
H -1.0222 1.1965 1.5774 0.07 -0.76 -0.19 0.11
H 1.8374 -0.0381 -2.3514 0.00 -0.71 0.20 0.03
N -0.0966 0.3526 -0.2548 -3.35 0.55 0.73 -0.10
H -0.2330 0.8840 -1.1375 -0.20 -0.59 1.16 0.08
H -3.0271 -1.1097 -0.0708 -0.08 -2.13 0.33 0.09
N -3.8657 0.1460 -1.5865 0.17 -0.65 0.00 0.09
H 2.6578 1.8761 -0.3279 0.08 -0.21 1.63 0.04
C -3.2234 -0.2053 -0.5469 -0.61 4.41 -1.95 -0.23
Si 1.4901 -0.1556 0.0912 0.73 -0.14 0.50 0.35
C -1.3208 0.4751 0.7883 2.59 2.62 -1.65 -0.21
H -3.3239 1.3292 0.8989 0.51 0.04 -0.06 0.12
C -2.5902 1.0062 0.1363 0.04 -1.50 0.50 -0.20
C 2.0684 -0.8051 -1.5813 2.27 0.66 -0.06 -0.19
H -4.2938 -0.5591 -2.1674 -0.16 -0.73 0.22 0.04
C 2.5566 1.2859 0.6505 1.85 -0.08 -0.82 -0.20
H 2.1562 -1.4959 2.2472 -0.82 0.53 -0.30 0.04
H -1.5567 -0.4838 1.1681 0.28 -0.96 0.68 0.06
H 2.3698 1.8918 1.5440 -0.90 0.14 -0.53 0.02
H 1.5573 -2.4940 0.9540 0.07 1.01 0.10 0.05
H 3.5877 0.9306 0.9550 -0.74 0.04 -0.88 0.04
H 1.7054 -1.7790 -1.8138 -1.23 -0.53 -0.29 0.00
H -2.4351 1.8222 -0.5712 -0.04 -0.19 0.09 0.11
C 1.4157 -1.4702 1.4202 2.32 -1.84 -1.29 -0.16
H 3.1718 -1.0601 -1.6949 -0.90 0.93 0.45 0.05
H 0.4143 -1.5404 1.6733 -1.95 0.09 1.42 -0.03



(2)
124
Properties=species:S:1:pos:R:3:forces:R:3:lowdin_spin:R:1 method="wB97M-V/def2-TZVPD" mol_weight_g_mol=1212.4 total_charge=-2 spin_multiplicity=2 e_homo_ev="-3.0 / -2.9" e_above_lowest_ev=0.000
C -2.4892 0.1815 5.6239 -0.01 0.00 0.01 0.00
H -1.6843 4.1410 6.4019 0.00 -0.01 -0.01 0.00
H -4.3372 2.2141 -1.5552 0.00 0.00 0.01 0.00
C 2.4553 -2.5838 -2.1345 0.00 0.02 -0.07 0.00
H -2.5179 1.9520 0.0832 0.01 -0.07 0.06 0.00
H 3.9448 3.2509 -1.7096 0.00 0.01 0.00 0.00
Ge 0.8216 -2.6079 -0.9615 0.00 -0.05 0.03 0.01
S 0.1331 5.5610 1.7390 0.05 0.03 0.01 0.00
H -2.0374 0.0389 -2.8684 0.03 -0.01 -0.01 0.00
C -2.0037 0.3241 6.9120 0.01 -0.02 -0.01 0.00
H 3.4785 -2.7281 -5.3820 0.00 0.00 0.00 0.00
H 4.3664 0.4617 3.9908 0.00 0.00 0.00 0.00
C -0.6414 0.5255 7.1140 0.00 0.00 0.02 0.00
O -4.5795 -0.2238 1.9022 -0.03 0.03 0.02 0.00
C 1.5564 -3.8902 0.3488 0.06 0.05 0.04 0.00
P -0.8737 3.8764 1.5593 -0.22 0.04 0.16 0.01
H 5.0197 -0.3863 -0.1670 -0.01 0.01 0.01 0.00
O -2.1900 0.2218 1.3556 -0.02 0.11 -0.02 0.00
C -1.8850 3.5863 3.0623 -0.05 -0.02 -0.09 0.00
C -1.0112 -4.8073 -1.8388 0.01 0.02 0.00 0.00
C -2.4156 -4.7287 -3.7953 -0.01 -0.01 0.00 0.00
C 1.4476 1.9926 -1.7559 0.07 -0.07 -0.05 0.00
C -1.6263 0.2353 4.5392 -0.01 -0.01 -0.07 0.00
H 0.7676 2.8467 -1.7023 0.00 -0.01 0.01 0.00
C 0.2295 0.5529 6.0409 0.01 0.01 -0.07 0.00
H 1.9911 2.2668 -3.8370 -0.01 0.02 -0.01 0.00
C 2.6192 4.7132 -2.5655 0.00 -0.02 -0.01 0.00
H -1.9932 6.1852 0.2186 0.00 0.00 0.00 0.00
C -1.9343 -3.4586 -4.0756 0.00 0.01 0.00 0.00
C -4.2121 4.3612 -1.5903 0.00 0.02 -0.01 0.00
O -1.6254 -3.4412 0.8014 -0.10 -0.04 -0.10 0.00
C -0.0156 -0.8634 -0.5183 0.08 0.06 -0.04 0.01
C -3.9008 2.8804 4.1784 -0.01 -0.02 0.04 0.00
H -1.0719 -1.1014 -0.7031 -0.01 -0.02 0.05 0.00
S 0.4332 2.3389 1.2829 0.26 -0.14 -0.13 0.04
O -3.5273 -1.5558 0.0039 0.03 -0.03 0.00 0.00
H -0.4204 -0.2572 -6.7171 0.00 0.01 -0.01 0.00
H 3.2983 5.5689 -2.5679 0.00 0.00 0.02 0.00
H -2.2682 2.4680 -3.9717 -0.01 -0.02 0.02 0.00
H -5.0115 4.4798 -2.3128 0.00 0.00 0.00 0.00
Ru 0.0796 -0.0550 1.4363 -0.28 0.43 0.15 0.89
C 2.4852 2.1788 -2.8602 -0.01 -0.01 -0.01 0.00
C -2.1525 4.0558 0.2618 0.04 -0.04 -0.02 0.00
H -1.8710 1.6700 -6.1285 0.02 0.00 -0.01 0.00
C -2.8091 2.9423 -0.2474 -0.03 -0.05 -0.03 0.00
C -1.3929 0.9176 -2.7592 0.03 -0.07 0.01 0.00
H 1.9425 1.9499 -0.7850 0.02 -0.02 -0.09 0.00
C 2.0634 -0.1199 1.5124 -0.03 0.05 -0.06 -0.02
C -0.2685 0.3949 4.7459 0.00 0.02 0.10 0.00
H 5.7080 -2.6599 -4.2945 0.00 0.00 0.00 0.00
C 2.9830 -0.3105 0.4707 0.03 0.13 0.09 0.00
C -3.8411 3.0949 -1.1652 0.04 -0.05 -0.02 0.00
C 4.0103 0.2441 2.9907 -0.05 -0.01 0.02 0.00
C 4.8771 0.0500 1.9359 0.04 0.00 -0.02 0.00
C 4.8054 -2.6467 -3.6942 -0.02 0.00 -0.04 0.00
H -1.9868 0.1447 3.5257 -0.02 -0.01 0.00 0.00
C -0.2644 0.2889 -5.7832 0.00 -0.01 0.01 0.00
H -2.3450 -6.3789 -2.4241 0.00 0.00 0.00 0.00
C -3.5469 5.4766 -1.0967 0.00 0.00 0.00 0.00
C 2.6166 -6.0593 0.6285 -0.01 -0.01 0.00 0.00
N 1.7999 0.3474 3.8682 -0.03 0.00 0.06 0.00
H 1.9448 4.8180 -3.4209 0.01 0.00 -0.01 0.00
H -0.5273 2.4156 -4.0750 -0.01 0.01 -0.02 0.00
C -0.9909 -2.8764 -3.2389 -0.03 -0.01 -0.02 0.00
C 2.8780 -5.7724 1.9623 -0.01 0.00 0.01 0.00
C 2.4976 -4.5454 2.4812 0.02 -0.03 -0.02 0.00
H -0.3822 4.4435 4.3158 0.00 -0.01 0.01 0.00
C -2.5232 5.3264 -0.1727 0.00 -0.01 0.00 0.00
H 1.1185 -0.3574 -3.1469 0.04 -0.06 -0.03 0.00
Ge 0.3516 0.3737 -2.0173 -0.03 0.06 0.06 0.01
P -3.2283 -0.8571 1.2864 0.01 -0.02 -0.03 0.00
C 3.3855 3.3955 -2.6399 0.00 0.00 0.01 0.00
C 1.9722 -5.1221 -0.1650 -0.04 0.00 0.00 0.00
P -1.4875 -2.8501 2.2810 0.07 0.06 0.20 0.00
H -2.6790 0.2824 7.7587 0.00 0.00 0.00 0.00
H 1.5519 -2.6685 2.1143 0.07 -0.08 -0.04 0.00
H 1.4455 -2.6835 -4.0315 0.01 0.01 0.00 0.00
O -1.4511 -3.8917 3.3121 -0.05 -0.05 -0.03 0.00
C 4.8829 -2.6055 -2.3101 -0.04 -0.01 0.04 0.00
C -1.5420 0.9902 -5.3346 -0.02 -0.01 -0.01 0.00
H 3.1088 1.2805 -2.9287 0.00 0.00 0.00 0.00
H 5.9486 0.1110 2.0826 0.00 0.00 0.00 0.00
H -1.8194 1.4890 -1.9402 -0.08 0.06 0.09 0.00
H 0.5387 1.0131 -5.9447 0.00 -0.01 0.02 0.00
H -0.7020 -5.3266 -0.9417 0.05 -0.02 0.04 0.00
H -3.1605 -5.1856 -4.4366 0.00 0.00 0.00 0.00
H -0.6461 -1.8738 -3.4708 -0.01 -0.02 0.02 0.00
C 3.5573 -2.6817 -4.3014 0.04 0.00 -0.01 0.00
H 5.8490 -2.5943 -1.8175 0.00 0.00 0.00 0.00
C -1.3658 3.9906 4.2888 0.03 -0.04 0.03 0.00
C -3.3822 3.2956 5.3954 -0.03 -0.01 -0.01 0.00
H -3.9608 3.1742 6.3038 0.00 0.00 0.00 0.00
H 0.0906 -0.4188 -5.0344 -0.01 0.00 -0.02 0.00
H 3.3771 -6.5017 2.5904 0.01 0.00 0.00 0.00
H 2.6293 -0.5249 -0.5286 0.00 0.10 0.02 0.00
H -3.5465 0.0305 5.4482 0.00 0.00 -0.01 0.00
H -2.3004 -2.9118 -4.9374 0.00 0.00 0.00 0.00
O -2.8602 -1.9701 2.4056 0.00 0.05 -0.06 0.00
H 1.2912 0.6838 6.1873 0.01 0.00 0.00 0.00
H -3.8255 6.4684 -1.4335 0.00 0.00 0.00 0.00
H 2.6954 -4.3065 3.5192 0.00 0.00 0.00 0.00
H -2.3031 -2.9609 0.2710 0.06 0.01 0.05 0.00
H -5.3315 -0.7230 1.5658 0.01 -0.01 -0.01 0.00
C 4.3507 -0.2281 0.6729 -0.01 0.06 0.05 0.00
C -1.4190 1.7772 -4.0279 0.04 0.04 0.00 0.00
H -4.8819 2.4242 4.1242 0.00 0.00 0.01 0.00
C 2.6340 0.1663 2.7680 0.03 -0.03 -0.09 0.00
H -2.3409 0.2487 -5.2197 -0.01 0.01 0.01 0.00
H 3.8085 -2.5834 -0.4662 0.00 -0.06 -0.07 0.00
H 2.9204 -7.0096 0.2037 0.00 0.00 0.00 0.00
C -2.1057 3.8359 5.4514 0.03 0.04 -0.03 0.00
H -3.5681 2.6542 2.0886 -0.01 -0.02 -0.06 0.00
C -3.1526 3.0111 3.0179 0.04 0.04 0.05 0.00
H 4.1268 3.4465 -3.4455 -0.01 -0.01 -0.01 0.00
H 1.8123 -5.3476 -1.2140 -0.03 -0.02 -0.04 0.00
C -0.4990 -3.5393 -2.1128 -0.01 0.06 0.05 0.00
H 2.0150 4.7721 -1.6601 -0.01 0.00 0.01 0.00
C 3.7213 -2.5889 -1.5465 0.07 -0.11 -0.06 0.00
N 0.5816 0.3338 3.5939 0.04 -0.03 0.03 0.00
C 2.4044 -2.6503 -3.5283 -0.04 0.01 0.04 0.00
C -1.9545 -5.3979 -2.6699 -0.01 0.00 0.00 0.00
H -0.2548 0.6476 8.1192 0.00 0.00 0.00 0.00
O -0.3283 -1.8507 2.3018 -0.18 -0.23 -0.12 0.03
C 1.8484 -3.6113 1.6812 0.08 -0.01 0.02 0.00



(3)
69
Properties=species:S:1:pos:R:3:forces:R:3:lowdin_charge:R:1 method="wB97M-V/def2-TZVPD" mol_weight_g_mol=636.2 spin_multiplicity=1 e_homo_ev="-7.0 / -7.0"
H -2.6479 -2.9392 2.6066 -0.06 -0.03 -0.08 0.12
C 4.4544 0.7192 -3.5734 0.03 0.02 -0.03 -0.28
H -5.7667 2.4288 3.0009 -0.10 0.10 -0.05 0.09
H 5.7292 2.3411 -4.1490 0.05 0.03 -0.09 0.11
H 0.1663 -3.2211 -1.8573 0.08 -0.02 -0.03 0.10
H 4.9212 0.7104 -5.6633 0.01 0.00 -0.08 0.07
H -2.7915 -2.9159 -4.9096 -0.04 -0.02 -0.07 0.10
Pd -2.0223 0.5425 0.5399 -0.29 0.27 -0.56 0.48
H 0.6711 -0.6276 -0.9229 0.02 0.03 0.04 0.10
N 3.3074 1.4705 1.6709 -0.03 -0.33 0.37 0.14
C -3.1866 -1.8492 -3.1038 0.08 0.01 0.06 -0.13
C 4.0429 0.5388 -1.1962 0.08 0.00 0.06 -0.02
C -0.1619 2.7312 -0.1657 -0.16 0.43 -0.04 -0.15
C -6.3065 0.5351 3.8402 -0.04 -0.16 0.12 -0.09
H -1.5850 0.3918 3.7940 0.03 -0.08 -0.07 0.09
C -1.2069 -3.1365 -3.4826 0.07 -0.09 0.05 -0.10
H -1.5194 -3.5235 0.5676 0.16 0.18 -0.01 0.14
H -0.4870 -2.5975 1.6647 0.02 -0.01 -0.13 0.11
C -3.8556 -0.3584 2.8342 -0.15 0.22 0.10 -0.29
H 0.7470 -0.8557 0.8354 -0.06 -0.10 -0.09 0.06
N -0.2014 1.9197 0.8946 -0.29 -0.55 -0.38 -0.03
C -0.7718 -2.8139 -2.2077 0.15 0.00 0.10 -0.05
C 2.2290 2.8673 -0.0585 -0.21 -0.05 0.06 0.01
C 5.4550 2.2846 -2.0385 -0.09 -0.01 0.23 -0.02
C -5.4833 1.3991 3.1548 0.24 -0.11 -0.11 -0.13
C -1.5838 -0.6531 3.4728 -0.18 -0.10 0.09 -0.07
C -1.3405 -2.5227 0.9844 -0.42 -0.04 0.64 -0.15
S -3.3150 2.1750 1.7886 0.94 -0.77 -1.24 0.60
C 4.8588 1.6397 -0.9577 -0.05 -0.27 -0.36 -0.27
H 3.2292 -0.7768 -2.6601 -0.08 -0.10 -0.01 0.11
C 4.2541 0.2085 -4.9671 -0.09 -0.01 0.00 -0.05
N -2.5571 -0.8212 2.3952 -0.17 -0.35 0.43 -0.25
H 3.2274 0.3779 -5.2903 -0.05 -0.01 -0.10 0.08
C -1.4983 -1.9624 -1.3835 -0.52 0.14 -0.72 -0.28
O 5.3466 1.7994 2.5502 0.14 -0.01 0.13 0.08
C -4.7013 -1.2136 3.5301 0.06 0.00 -0.03 -0.04
C -2.7201 -1.4470 -1.8474 0.34 -0.27 0.22 -0.62
H 4.4438 -0.8624 -5.0146 0.01 -0.07 -0.06 0.08
S -3.7070 -0.3380 -0.9452 0.15 0.93 1.05 0.63
C -2.4320 -2.6594 -3.9238 0.05 -0.09 0.01 -0.10
C 0.4439 -1.3150 -0.1077 0.37 0.01 -0.04 -0.09
N -0.9955 -1.5663 -0.0840 -0.25 0.98 0.10 -0.20
H 6.0893 3.1414 -1.8617 0.06 0.11 0.03 0.11
H 6.0912 2.5097 0.4120 -0.18 -0.14 0.15 0.16
H -0.5834 -0.9212 3.1276 0.01 0.01 0.01 0.07
H 1.0389 -2.2278 -0.2478 -0.07 0.05 0.06 0.09
C 4.6500 1.7923 1.5575 0.05 0.03 0.28 -0.52
H -6.5556 -1.4764 4.5512 -0.09 -0.07 0.05 0.10
H 3.1566 3.2949 -0.3982 0.04 -0.01 -0.06 0.11
H -1.1233 3.0244 -0.5838 0.23 -0.16 0.01 0.10
H -1.8477 -1.2836 4.3347 0.14 0.01 0.04 0.10
C 2.1958 1.9668 1.0039 -0.47 0.39 -0.24 -0.22
C 3.8506 0.0909 -2.4903 0.06 0.14 -0.04 -0.03
C 5.2520 1.8289 -3.3262 -0.06 -0.13 0.05 -0.04
H 3.5837 0.0134 -0.3736 -0.03 -0.05 0.09 0.11
C -5.9209 -0.7846 4.0198 -0.05 0.00 0.06 -0.09
H 0.8681 0.9531 2.3575 -0.04 -0.16 -0.03 0.11
H -4.3966 -2.2356 3.7045 0.02 -0.10 -0.01 0.11
N 5.1636 2.1102 0.3295 0.35 0.42 -0.06 0.13
H -7.2483 0.8847 4.2337 -0.12 0.04 0.03 0.10
C 1.0318 3.2402 -0.6494 0.03 -0.07 0.19 -0.03
H -3.4811 -2.2273 1.1951 0.14 -0.03 0.07 0.10
H -0.5880 -3.7512 -4.1215 -0.03 -0.07 0.01 0.10
C 0.9390 1.5621 1.4628 0.30 0.11 0.07 -0.10
C -2.5855 -2.1695 1.8209 0.06 0.06 -0.15 -0.19
H -4.1450 -1.4757 -3.4308 -0.07 0.09 -0.08 0.10
C -4.2576 0.9751 2.6280 -0.18 -0.28 0.21 -0.63
H 1.0341 3.9369 -1.4731 -0.05 0.03 -0.06 0.11
H 3.1051 1.1238 2.6026 0.21 0.09 -0.16 0.15



(4)
18
Properties=species:S:1:pos:R:3:forces:R:3:lowdin_charge:R:1 method="wB97M-V/def2-TZVPD" mol_weight_g_mol=114.1 spin_multiplicity=1 e_homo_ev=-6.8 e_above_lowest_ev=5.439
C -1.6568 1.1770 0.2514 -0.10 -0.31 -0.09 -0.02
H 1.4420 0.5611 -0.8390 -0.07 0.05 0.09 0.17
C 2.2250 -0.5204 1.1833 -0.01 0.19 -0.10 -0.17
H -1.1447 2.0563 -2.0113 0.00 0.03 0.08 0.10
H -1.8320 2.2587 0.3035 0.05 0.00 -0.08 0.09
H 2.8124 0.3314 1.5552 0.06 -0.07 0.00 0.06
H 2.2533 -1.2939 1.9530 0.03 0.03 -0.09 0.06
H -1.4548 0.8124 1.2572 0.06 -0.05 -0.10 0.08
H -1.6762 -1.5909 -1.8990 0.08 0.27 -0.11 0.03
H 2.7273 -0.9124 0.2810 0.01 -0.01 0.05 0.07
O -0.4499 1.3984 -1.9050 0.02 -0.19 0.22 0.04
H -0.1278 -2.4943 0.8588 0.10 0.00 -0.08 0.03
N 0.6897 0.5432 -0.1392 -0.90 -0.30 -0.76 -0.03
H -2.5661 0.6945 -0.1164 0.07 0.06 0.05 0.08
C -1.0752 -1.6593 -1.0247 0.21 -0.50 0.60 -0.01
C -0.5108 -2.0591 -0.0311 -0.41 -0.10 -0.29 -0.01
C -0.4959 0.8792 -0.6300 0.95 0.72 0.24 -0.43
N 0.8406 -0.1817 0.9522 -0.13 0.16 0.38 -0.14